1.
# C2H8N2O

A 2-piece molecular cluster, C2H8N2O overall (ωB97M-V/def2-TZVPD, the Open Molecules 2025 dataset).

Max |F| (eV/A): 0.7
LUMO (eV): 0.90

Each line ends with the Mulliken charge.
Positions of all 13 atoms, in Å:
N  -3.14092  -0.66930  0.40268  -0.335
C  -1.84823  -0.45653  0.10438  0.196
O  -1.42670  0.53215  -0.44022  -0.626
H  -3.81858  0.03755  0.16284  0.235
H  -3.45654  -1.50601  0.85836  0.209
H  -1.19655  -1.29338  0.40934  0.281
C  2.49225  0.72026  0.15304  -0.698
N  1.61979  -0.17147  -0.59150  -0.551
H  3.50382  0.31195  0.14586  0.290
H  2.14571  0.76209  1.18523  0.263
H  2.53186  1.74782  -0.23674  0.248
H  1.92138  -0.21519  -1.56023  0.209
H  0.67271  0.20006  -0.59303  0.277

Atoms 1-3, force components in eV/Å:
N -0.565 0.104 0.041
C 0.168 -0.639 0.261
O 0.211 0.533 -0.270

***

2.
# C4H10BrN2

An isolated ion of composition C4H10BrN2 and charge +1 (ωB97M-V/def2-TZVPD, the Open Molecules 2025 dataset).

Total charge: +1
Max |F| (eV/A): 7.8
LUMO (eV): -3.41

Each line ends with the Mulliken charge.
Positions of all 17 atoms, in Å:
H  -0.08565  -3.33110  0.71748  0.257
N  -0.03150  -2.35055  0.66716  -0.452
C  0.67646  -1.97600  -0.29924  -0.267
C  0.95820  -0.23697  -0.54438  -0.518
Br  2.83519  0.30744  0.02451  -0.107
C  -0.09516  0.50948  0.33160  0.058
C  -1.47639  0.18399  -0.19002  -1.402
N  0.11178  1.98996  0.36465  -0.179
H  1.15722  -2.42633  -1.01240  0.568
H  0.82532  -0.19085  -1.55829  0.573
H  -0.10154  0.22454  1.48994  0.216
H  -1.57550  -0.86078  -0.15577  0.445
H  -2.24679  0.75330  0.39799  0.364
H  -1.61894  0.47484  -1.26513  0.369
H  -0.54038  2.61010  0.78285  0.344
H  0.19575  2.27069  -0.61551  0.358
H  1.01192  2.04823  0.86458  0.371

Atoms 1-3, force components in eV/Å:
H -0.252 -1.790 0.111
N 0.953 1.810 -0.914
C -2.082 6.028 4.486

***

3.
# C3H5NO

A single C3H5NO molecule (ωB97M-V/def2-TZVPD, the Open Molecules 2025 dataset).

Max |F| (eV/A): 4.5
LUMO (eV): 0.71

Each line ends with the Mulliken charge.
Positions of all 10 atoms, in Å:
N  -2.64403  -0.37408  0.24734  -0.416
C  -1.70920  0.14518  -0.18880  0.406
C  -0.47102  0.79043  -0.49786  -0.676
C  0.83238  -0.14843  0.42016  -0.373
O  1.09818  -1.19931  -0.46639  -0.460
H  -0.09632  0.81390  -1.55884  0.277
H  -0.29489  1.70008  -0.03147  0.320
H  0.40087  -0.49070  1.44487  0.342
H  1.62470  0.66650  0.45329  0.247
H  1.25932  -1.90356  0.17770  0.333

Atoms 1-3, force components in eV/Å:
N 0.446 0.219 -0.493
C -0.741 -0.127 0.469
C 3.463 -2.900 0.516

***

4.
# CH3ClFO3P

A 3-piece molecular cluster, CH3ClFO3P overall (ωB97M-V/def2-TZVPD, the Open Molecules 2025 dataset).

Max |F| (eV/A): 1.8
LUMO (eV): -1.14

Each line ends with the Mulliken charge.
Positions of all 10 atoms, in Å:
O  -1.76885  -0.86774  -0.18092  -0.321
P  -2.18091  0.05839  0.86065  0.488
Cl  -0.87655  1.60647  0.76005  -0.161
C  2.28154  -0.13043  2.13503  0.020
O  2.98401  0.06903  1.18580  -0.368
H  2.64016  -0.03108  3.21148  0.229
H  1.18135  -0.52254  1.97768  0.115
O  -1.74383  -0.10605  -3.71432  -0.242
F  -1.27484  0.81606  -2.76049  -0.112
H  -1.24208  -0.89210  -3.47496  0.351

Atoms 1-3, force components in eV/Å:
O -0.101 -0.684 -0.298
P -0.169 0.046 0.071
Cl 0.276 0.603 0.182

***

5.
# C4H12NO

A 3-piece molecular cluster, C4H12NO overall (ωB97M-V/def2-TZVPD, the Open Molecules 2025 dataset).

Total charge: +1
Max |F| (eV/A): 3.4
LUMO (eV): -7.79

Each line ends with the Mulliken charge.
Positions of all 18 atoms, in Å:
C  -0.61955  -2.95994  -0.47182  -1.002
C  -0.15009  -1.86542  -1.36112  0.213
C  -0.49011  -0.55389  -1.05835  -0.029
C  -0.15083  0.53269  -1.83032  -0.672
N  0.23822  3.22234  2.89776  -0.641
H  -1.60752  -3.56256  -0.77088  0.338
H  -0.66068  -2.49772  0.59213  0.355
H  0.67147  -2.09581  -1.99968  0.372
H  0.12925  -3.85399  -0.47474  0.337
H  -1.07892  -0.33052  -0.14412  0.341
H  -0.63901  1.51871  -1.82857  0.361
H  0.27501  0.33818  -2.82953  0.289
H  0.64394  2.37275  2.43631  0.203
H  -0.72268  3.34860  2.42622  0.208
H  0.17399  3.20424  3.90155  0.224
H  0.63880  1.11354  -0.26402  0.381
H  2.11568  0.92167  0.25782  0.305
O  1.23303  1.14712  0.52138  -0.582

Atoms 1-3, force components in eV/Å:
C 0.076 -1.856 0.669
C -0.106 -0.698 1.992
C -0.727 1.591 0.746

***

6.
# C4H11N2O7S2

A 2-piece molecular cluster, C4H11N2O7S2 overall (ωB97M-V/def2-TZVPD, the Open Molecules 2025 dataset).

Total charge: -1
Max |F| (eV/A): 4.8
LUMO (eV): 3.16

Each line ends with the Mulliken charge.
Positions of all 26 atoms, in Å:
C  0.76269  0.43501  2.41240  -1.761
C  0.06649  1.28563  1.32881  0.082
C  0.76132  1.31148  0.00679  -0.793
C  -0.97931  -1.18204  -1.95458  0.296
N  0.06707  -1.07392  -2.91968  -0.326
N  -0.67436  -2.05156  -0.95012  -0.353
O  -1.77100  -0.86949  1.43688  -0.650
O  3.34026  0.36154  0.51230  -0.653
O  -2.33042  1.31110  2.33640  -0.677
O  -2.30111  0.97459  -0.05996  -0.528
O  1.53584  -1.34633  0.21250  -0.776
O  2.35699  -0.06374  -1.74603  -0.752
O  -2.01786  -0.53398  -2.12267  -0.797
S  -1.63663  0.57713  1.29293  1.246
S  2.12031  -0.02892  -0.23450  1.128
H  1.77209  0.86194  2.52858  0.379
H  -0.04578  0.39525  3.12150  0.577
H  0.71925  -0.61975  1.97606  0.479
H  -0.23504  2.31800  1.72524  0.369
H  1.27225  2.21735  -0.19394  0.514
H  -0.10951  -0.55321  -3.74903  0.202
H  -0.08516  1.29860  -0.77916  0.303
H  1.04209  -1.19515  -2.63223  0.294
H  -1.57061  -2.19855  -0.32233  0.319
H  0.20707  -1.99259  -0.42534  0.413
H  -2.26691  0.36159  -0.80083  0.463

Atoms 1-3, force components in eV/Å:
C -1.303 -0.896 -2.044
C -0.685 0.355 0.851
C -0.891 -1.369 -1.624

***

Relative energy (zero: lowest compared OMol25 entry of this formula, charge and spin) list, top to bottom, in eV: 0.801, 2.104, 1.884, 0.000, 4.795, 0.041